16
Properties=species:S:1:pos:R:3:forces:R:3 method="wB97M-V/def2-TZVPD" e_homo_ev=-8.6 spin_multiplicity=1 e_lumo_ev=0.30 smiles=Nc1cc(O)c2[nH]nnc2n1
H 0.31806 -2.32507 1.95717 -0.39 0.38 -0.27
H -2.90131 0.11584 1.65976 0.06 0.51 -0.28
N 0.42035 1.10326 -1.08855 -1.20 0.97 0.38
C -0.72077 1.15462 -0.37819 0.47 -0.12 -0.48
N -2.68553 1.78870 0.38278 1.97 -1.61 -0.61
C 0.97938 -0.88676 0.10009 -1.01 -0.64 1.15
N -2.31868 0.60109 0.98489 -0.33 0.37 0.27
C -0.21811 -0.83690 0.81392 1.63 -1.78 0.71
H 1.71714 -1.66460 0.25550 -0.14 -0.05 0.19
H 2.71235 -0.74095 -1.90100 0.13 0.44 0.01
N -1.72582 2.08339 -0.45320 -0.97 0.70 0.50
C 1.23478 0.10386 -0.82155 -0.60 1.79 -1.53
H 2.39327 0.92518 -2.26576 -0.24 -0.84 0.60
N 2.36118 0.15578 -1.58323 1.53 -0.53 -0.70
C -1.09300 0.20467 0.54267 -0.74 -0.25 0.57
O -0.47330 -1.78211 1.79470 -0.17 0.68 -0.52

16
Properties=species:S:1:pos:R:3:forces:R:3 method="wB97M-V/def2-TZVPD" e_homo_ev=-8.7 spin_multiplicity=1 e_lumo_ev=-0.26 smiles=COc1[nH]nc2nncnc12
N 1.06995 1.71033 -2.08785 -2.41 -1.46 -1.86
C 0.60859 -0.40970 0.69619 3.21 3.98 -4.61
N 1.88092 0.11582 0.74940 0.48 -0.13 5.14
H -1.59379 -1.47848 0.89378 0.63 0.80 2.37
H -1.94892 0.48095 -2.67765 -2.52 0.90 -2.68
C 0.14266 0.04705 -0.53638 -2.27 -3.52 0.99
H -0.95815 -2.16192 2.68836 -2.13 3.54 -1.88
H 2.30919 0.45824 1.73757 -1.05 -1.60 -3.28
N -0.09595 1.76864 -2.66495 1.03 -2.39 3.65
O 0.31258 -1.04439 1.71284 -4.04 -1.57 4.41
C 1.25417 0.64922 -1.13192 -2.44 3.09 -1.33
N 2.20481 0.76853 -0.28948 3.74 2.13 -1.18
C -1.16538 -1.09162 1.93071 2.30 -8.18 -1.11
C -1.14874 0.68444 -2.09342 1.78 0.44 -1.21
H -1.72929 -0.28472 2.26224 -0.11 1.78 1.05
N -1.14265 -0.21240 -1.18944 3.80 2.18 1.54

17
Properties=species:S:1:pos:R:3:forces:R:3 method="wB97M-V/def2-TZVPD" e_homo_ev=-9.9 spin_multiplicity=1 e_lumo_ev=0.33 smiles="NC1=N[C@@H]2C(=O)NC(=O)N=C2N1"
C 0.73138 1.28451 -1.80480 1.04 0.67 -2.55
N 0.65612 2.15480 -0.76401 -0.35 0.76 2.24
C -0.99061 -1.22501 0.84429 1.15 -0.54 1.78
H -1.44475 -1.34192 -1.08487 -0.03 -0.24 -0.98
C 0.72593 0.05358 0.56525 0.15 2.34 3.77
H 1.72468 -0.36687 0.58846 0.65 0.17 1.20
N -0.26818 -0.45389 1.59336 1.13 0.21 -2.09
N 0.23773 0.04234 -1.78424 0.18 0.31 0.22
N -1.97155 -1.96399 1.38680 -0.87 -2.26 -1.68
N -0.63285 -1.41201 -0.50491 -1.93 -2.40 3.69
H 1.18712 3.03575 -0.84879 -0.64 -0.63 -0.37
C 0.85723 1.60990 0.46883 2.76 -0.16 2.11
H -1.87002 -1.91559 2.36108 -0.27 0.00 1.60
C 0.25123 -0.43177 -0.61821 -2.61 -0.71 -5.86
O 1.24323 1.66094 -2.79797 1.52 1.77 -2.98
O 1.45249 2.22191 1.34492 -1.39 -0.51 -0.52
H -1.88918 -2.95270 1.05481 -0.50 1.21 0.44

12
Properties=species:S:1:pos:R:3:forces:R:3 method="wB97M-V/def2-TZVPD" e_homo_ev=-9.2 spin_multiplicity=1 e_lumo_ev=-0.42
H -2.71428 -0.19042 -0.30772 3.10 1.03 -0.09
C 0.55566 2.22485 0.18799 2.61 -5.54 -0.77
H 1.13174 -2.27150 0.52853 -2.06 3.34 -2.23
H -1.40023 1.04673 -0.54844 0.21 -1.02 0.39
C 0.95304 1.12992 -0.06583 2.69 -0.43 -0.41
C 1.62346 -0.18613 -0.22549 1.58 -1.06 0.82
H 0.11350 3.05306 0.23674 -3.16 6.36 0.71
C 0.54629 -1.18780 -0.06268 4.36 -3.99 2.81
H -1.26814 -2.15429 0.67644 1.02 4.04 -1.85
N -1.65557 0.07446 -0.37377 -1.29 -4.51 1.77
O 2.86172 -0.47190 -0.20427 -4.45 1.66 -0.40
C -0.74719 -1.06697 0.15850 -4.61 0.12 -0.75

12
Properties=species:S:1:pos:R:3:forces:R:3 method="wB97M-V/def2-TZVPD" e_homo_ev=-10.3 spin_multiplicity=1 e_lumo_ev=0.68 smiles="N#C[C@@H]1C[C@@H]1C=O"
C -0.51126 0.43597 0.46561 -0.41 0.09 0.35
H -1.16324 1.28907 0.66061 0.08 -0.33 -0.15
H -0.39148 -1.72350 0.64311 -0.10 -0.13 0.08
N 0.74402 -1.60941 -2.31690 -0.10 1.25 0.84
C 0.95472 0.71330 0.45264 0.11 0.00 -0.09
O -2.05165 -0.98824 1.54934 0.33 -0.06 -0.23
C 0.24324 0.50829 -0.85591 -0.04 -0.65 0.14
H 1.29549 1.70198 0.73056 -0.03 -0.09 -0.03
H 1.57446 -0.11599 0.78695 0.05 0.21 -0.23
C 0.55263 -0.66619 -1.66845 -0.32 -0.76 -0.33
H -0.21968 1.31571 -1.37326 0.62 0.66 -0.74
C -1.02726 -0.86099 0.92569 -0.19 -0.19 0.38

12
Properties=species:S:1:pos:R:3:forces:R:3 method="wB97M-V/def2-TZVPD" e_homo_ev=-9.6 spin_multiplicity=1 e_lumo_ev=0.34 smiles="N#C[C@@H]1CC1=C=O.[H][H]"
C 1.29492 0.79551 0.24213 0.26 0.05 0.04
N 0.71901 -2.02452 -1.91272 -0.16 1.05 0.45
H -2.70749 -0.34686 0.02907 -0.19 0.07 -0.13
O -1.28896 -0.81669 2.33867 0.52 0.50 -0.76
H -2.48449 0.36034 -0.02689 -0.22 -0.11 -0.09
H -0.02122 1.07650 -1.54924 0.00 -0.14 0.22
C -0.09303 0.42260 0.57140 -0.04 -0.18 0.33
C 0.34447 0.32764 -0.84622 0.02 -0.03 -0.12
H 2.08898 0.11659 0.54508 -0.09 0.16 -0.15
C -0.70476 -0.28224 1.48375 -0.23 -0.30 0.52
H 1.53870 1.85559 0.24596 0.00 -0.19 -0.01
C 0.55758 -0.97844 -1.44425 0.12 -0.89 -0.30

12
Properties=species:S:1:pos:R:3:forces:R:3 method="wB97M-V/def2-TZVPD" e_homo_ev=-9.9 spin_multiplicity=1 e_lumo_ev=0.71
N 0.89017 0.68628 -0.06708 1.89 0.00 1.51
C -0.31287 -0.70214 1.49631 0.01 -1.05 1.44
C 0.11794 0.70535 -1.16287 -3.11 3.35 -2.32
H -1.27016 -1.03250 -0.91847 -2.38 -0.33 0.02
H 1.39017 -1.43936 0.47717 -1.77 1.49 -0.83
C -0.73695 -0.92804 2.60974 0.59 0.47 -1.49
C -0.28123 -0.77939 -1.01070 2.83 0.57 -1.06
C 0.49228 -0.69208 0.25915 1.97 -0.82 3.31
O -0.33098 1.65024 -1.84044 1.62 -2.52 1.34
H 1.39509 1.38394 0.55153 -1.17 -1.06 -1.48
H 0.26072 -1.43293 -1.67527 -0.17 -0.12 -0.63
H -1.03421 -1.10722 3.60825 -0.30 0.03 0.20

12
Properties=species:S:1:pos:R:3:forces:R:3 method="wB97M-V/def2-TZVPD" e_homo_ev=-10.3 spin_multiplicity=1 e_lumo_ev=0.40
H -2.61661 0.67741 1.10764 0.07 -0.07 -0.02
C 2.25938 0.63697 -0.14154 0.45 0.85 0.25
C 0.21470 -0.64225 -0.45288 0.20 -0.01 -0.03
C -0.71531 0.45128 -0.02981 0.09 -0.05 0.01
H 2.15108 -1.40957 -0.79575 -0.08 0.14 0.02
H -0.25347 -1.58348 -0.72854 0.09 0.11 0.03
H -1.11531 0.98641 -0.90564 0.03 -0.08 0.11
C -1.90102 -0.08746 0.74355 -0.07 -0.32 0.04
O -2.09056 -1.26077 0.95320 0.06 0.53 -0.07
H -0.20581 1.21556 0.57200 -0.09 -0.10 -0.07
N 2.82976 1.60795 0.13181 -0.56 -0.93 -0.25
C 1.54675 -0.56051 -0.49162 -0.19 -0.06 -0.02

12
Properties=species:S:1:pos:R:3:forces:R:3 method="wB97M-V/def2-TZVPD" e_homo_ev=-10.7 spin_multiplicity=1 e_lumo_ev=-0.33
C -0.78670 -0.95082 0.47875 0.56 -0.09 0.31
C 0.30911 -0.19733 -0.23709 -0.91 0.17 -2.59
H 0.64046 3.44316 0.44495 0.03 -0.19 0.06
C 0.57128 2.38603 0.30944 -0.05 -0.51 -0.01
N 2.56385 -1.55353 -0.30910 -1.12 0.73 0.23
H -0.43532 -0.09515 -1.43822 3.54 -0.48 2.28
H -1.65495 -0.10670 -0.96637 -2.04 -0.54 3.25
H -0.72971 -2.02213 0.22669 -0.07 0.26 -0.01
C 1.58844 -0.93190 -0.25001 0.61 -0.45 -0.90
C 0.47372 1.19897 0.14352 0.00 0.64 -0.11
O -1.95217 -0.32531 0.04421 0.10 0.36 -2.45
H -0.58801 -0.84529 1.55324 -0.64 0.08 -0.06

12
Properties=species:S:1:pos:R:3:forces:R:3 method="wB97M-V/def2-TZVPD" e_homo_ev="-8.6 / -6.9" spin_multiplicity=1 e_lumo_ev="0.40 / -1.39"
C -1.16741 -0.41081 -0.21149 -0.32 1.48 -0.02
C -0.92888 -1.85059 0.52076 2.14 0.40 -1.43
N 0.19503 -1.99077 -0.09907 -1.19 -0.24 0.76
H 0.01963 2.37737 0.82150 0.13 -0.21 0.21
C 0.26572 -0.57812 -0.67292 -0.15 -0.21 0.24
H 1.95105 0.86020 -0.10168 -0.20 -0.19 -0.17
O -1.21852 0.85491 0.44254 -2.28 -1.65 -0.55
H 1.33637 -0.22619 1.16196 -0.02 0.20 -0.21
H 0.47815 -0.38408 -1.74262 -0.06 -0.70 0.41
C -0.03483 1.32119 0.58361 2.00 1.44 0.60
H -1.99269 -0.43852 -0.91648 0.03 -0.15 0.08
C 1.04931 0.36656 0.27185 -0.08 -0.17 0.07

12
Properties=species:S:1:pos:R:3:forces:R:3 method="wB97M-V/def2-TZVPD" e_homo_ev=-10.3 spin_multiplicity=1 e_lumo_ev=0.87 smiles=N#C[C@@H]1C[C@H]2O[C@@H]12
N 0.58906 -1.70328 -2.39670 -0.45 1.19 0.90
H 1.15224 1.21483 0.83357 0.23 -0.43 0.17
H -0.35958 -1.28286 1.73518 -0.16 0.17 0.21
C 0.06900 0.36572 -0.83176 -0.04 0.44 0.34
C 0.91472 0.21506 0.46017 0.62 -0.35 0.28
C -0.32431 -0.32427 1.22720 0.58 -0.63 -0.26
H -2.14262 0.49915 -0.05360 -0.67 -1.04 -0.19
C -1.12744 0.22438 0.13327 -0.46 0.57 0.36
H 1.75435 -0.45911 0.41797 0.41 0.02 -0.24
O -0.97972 0.79818 1.64737 -0.04 0.66 -1.62
H 0.14845 1.25950 -1.45737 0.15 0.00 0.30
C 0.30587 -0.80731 -1.71530 -0.16 -0.61 -0.25

12
Properties=species:S:1:pos:R:3:forces:R:3 method="wB97M-V/def2-TZVPD" e_homo_ev=-9.7 spin_multiplicity=1 e_lumo_ev=0.85 smiles="C#C[C@@H]1CNC1=O"
C -0.77263 -1.05199 -0.12149 0.05 -0.70 2.39
C 1.58451 0.30287 0.03721 0.68 -0.35 0.17
O -0.94568 2.20519 -0.02536 -0.67 2.01 -0.54
C 0.18221 0.01555 0.53198 1.06 0.48 0.01
H -1.01715 -1.90288 0.57403 0.14 0.86 -0.55
H -0.47286 -1.50919 -1.04129 0.23 0.31 -0.83
N -1.81650 -0.01457 -0.14542 0.48 -0.36 -0.66
H 0.22179 -0.10743 1.66866 -0.19 0.32 -1.60
H -2.55946 -0.05793 -0.80522 -0.74 0.33 -0.38
H 3.77696 0.58014 -0.48790 0.48 0.21 -0.14
C -0.94246 1.03936 0.04437 1.42 -2.47 1.59
C 2.76126 0.50088 -0.22958 -2.95 -0.64 0.54

12
Properties=species:S:1:pos:R:3:forces:R:3 method="wB97M-V/def2-TZVPD" e_homo_ev=-10.1 spin_multiplicity=1 e_lumo_ev=0.62 smiles="N#C[C@@H]1C[C@@H]1C=O"
C -1.23915 0.35883 -0.58786 0.01 0.17 -0.01
C 1.30869 1.03377 -0.04878 0.64 -0.30 0.41
H -1.82034 0.19652 -1.49272 0.09 0.02 0.25
H -0.16117 0.25705 1.78697 0.00 -0.36 0.41
C 0.25375 0.36501 -0.80778 0.23 -0.01 -0.53
N 2.23542 1.15678 0.63745 -0.86 0.81 -1.01
H -1.71490 1.02345 0.13219 0.34 -0.01 -0.13
O 1.21097 -1.22887 1.53297 -0.89 -0.47 0.59
C 0.20028 -0.64438 1.24423 0.23 -0.40 0.41
C -0.45055 -0.79747 -0.07754 0.29 -0.02 -0.03
H -0.46275 -1.77449 -0.55719 0.13 0.30 0.10
H 0.63976 0.05381 -1.76195 -0.21 0.27 -0.46

12
Properties=species:S:1:pos:R:3:forces:R:3 method="wB97M-V/def2-TZVPD" e_homo_ev=-9.4 spin_multiplicity=1 e_lumo_ev=0.35
H -1.47607 0.93647 0.61809 0.05 0.17 -0.23
N 2.41658 1.54132 0.48939 -0.48 -0.62 -0.15
C 0.95979 -0.62805 0.24076 0.14 0.13 0.02
C -0.42275 -0.61183 -0.45085 0.00 0.02 0.04
O 0.25597 -0.98310 1.46246 -0.08 -0.39 0.12
H -0.50315 -1.17283 -1.39106 -0.09 0.32 0.30
H 1.60153 -1.47176 -0.04175 -0.13 0.29 -0.01
H -0.51576 1.60123 -0.71947 -0.09 -0.34 -0.06
C 1.77471 0.59051 0.36921 0.21 0.35 0.11
H -2.04005 0.70024 -1.03089 0.15 0.08 0.05
C -0.90906 -1.25573 0.86656 0.33 0.09 -0.13
C -1.14173 0.75352 -0.41247 0.00 -0.11 -0.03

12
Properties=species:S:1:pos:R:3:forces:R:3 method="wB97M-V/def2-TZVPD" e_homo_ev=-10.7 spin_multiplicity=1 e_lumo_ev=0.67 smiles=C#C[C@@H](O)CC#N
H 2.77345 0.10806 1.81064 -0.12 0.08 -0.13
H -0.65637 1.66836 -0.14370 0.08 -0.12 0.03
C 1.03070 0.56112 0.42588 0.41 -0.13 0.29
O 0.20629 0.95355 -1.79318 0.16 -0.16 -0.09
H -1.15109 -0.98132 -1.26054 0.02 0.04 0.14
C -0.14260 0.74937 -0.44003 -0.07 0.03 0.28
H 0.90387 0.32372 -2.02169 -0.09 0.13 0.00
N -0.65014 -2.12917 1.62450 -0.29 0.70 -0.83
H -2.17338 -0.04321 -0.18118 0.16 -0.07 -0.03
C 1.96192 0.33185 1.15264 -0.39 0.09 -0.33
C -1.16023 -0.43652 -0.31125 -0.06 -0.02 -0.03
C -0.88409 -1.38144 0.77423 0.20 -0.59 0.70

12
Properties=species:S:1:pos:R:3:forces:R:3 method="wB97M-V/def2-TZVPD" e_homo_ev=-10.1 spin_multiplicity=1 e_lumo_ev=0.90
C 0.91058 -0.64467 0.31167 0.19 0.00 -0.11
N 2.45995 1.43921 -0.03273 -0.28 -0.95 0.27
H -1.69595 1.09587 -1.05245 -0.10 -0.18 0.25
C -1.09714 -0.35399 0.55010 -0.37 -0.04 0.05
H 1.40728 -1.61824 0.35467 -0.06 0.18 -0.04
C -0.91036 0.81348 -0.35947 -0.04 0.14 -0.01
C 1.86688 0.46763 0.16719 0.52 0.81 -0.16
C -0.24546 -0.50544 -0.67049 0.01 -0.10 -0.25
O 0.02898 -0.45919 1.43559 -0.02 0.07 0.13
H -2.02434 -0.81465 0.87494 0.16 0.11 -0.12
H -0.39423 -1.06066 -1.58698 0.07 0.07 0.13
H -0.30617 1.64066 0.00796 -0.09 -0.12 -0.13

12
Properties=species:S:1:pos:R:3:forces:R:3 method="wB97M-V/def2-TZVPD" e_homo_ev=-10.4 spin_multiplicity=1 e_lumo_ev=-0.19
N 0.24217 0.03726 1.86339 -0.07 -0.09 0.14
C 0.57172 1.21870 1.10070 0.05 0.32 -0.04
C 0.36610 -1.44806 -2.74790 -0.28 0.29 0.57
H -1.05581 -1.17687 -2.61874 -0.49 -0.01 -0.21
C -0.62185 -0.37150 -0.45707 -0.60 0.11 -0.05
H -0.76746 -0.02667 1.98130 0.04 0.03 -0.01
O -1.76862 -0.11412 -0.14534 0.69 -0.13 -0.05
C -0.30099 -0.94729 -1.78128 0.96 -0.15 0.00
H 1.53660 1.66841 1.31595 -0.12 -0.09 -0.02
C 0.54475 -0.12420 0.44991 -0.05 -0.20 -0.36
H 1.47723 -0.62605 0.20344 -0.19 0.05 0.02
H -0.22385 1.91037 0.83562 0.07 -0.12 0.02

12
Properties=species:S:1:pos:R:3:forces:R:3 method="wB97M-V/def2-TZVPD" e_homo_ev="-4.8 / -9.3" spin_multiplicity=3 e_lumo_ev="0.60 / -1.40"
C 1.75522 -1.34381 -0.13477 1.12 -0.33 0.40
O 1.21335 2.00090 0.03141 -1.68 1.18 1.21
C 0.94345 -0.29876 -0.14678 -0.85 -1.75 -0.55
C -1.87626 -0.00706 0.02086 0.09 0.21 -0.58
C -2.85735 -0.70242 -0.11743 0.88 -0.83 0.81
H -3.39011 -1.59047 0.16123 -0.43 0.42 -0.34
N -0.97707 0.99527 -0.00840 -0.02 2.38 -0.06
C 0.40305 0.91003 0.04729 -0.53 -0.80 -0.53
H 2.22585 -1.56483 0.83375 0.71 0.11 -0.64
H -1.41171 1.92027 0.02217 0.32 -0.17 -0.15
H 1.92844 -1.94557 -1.02404 -0.47 -0.48 0.53
H 2.04313 1.62644 0.31470 0.86 0.05 -0.09

Relative energy (zero: lowest compared OMol25 entry of this formula, charge and spin) / kcal per mole: 23.31 160.64 36.41 136.45 34.98 80.39 64.28 25.75 102.00 137.73 84.16 57.95 53.94 91.80 57.50 61.71 113.75 76.33
Energy / Eh: -542.5410 -542.3222 -617.7742 -323.3022 -323.4639 -323.3916 -323.4173 -323.4786 -323.3571 -323.3002 -323.3856 -323.4273 -323.4337 -323.3734 -323.4281 -323.4213 -323.3384 -323.2320